#P
A 4-piece molecular cluster, CH10NO3 overall, computed with the ωB97M-V functional and the def2-TZVPD basis.

CARTESIAN COORDINATES (ANGSTROEM)
C1 1.466 1.316 -1.311
N1 2.027 0.689 -0.363
H1 1.891 2.208 -1.758
H2 0.529 0.985 -1.746
H3 1.761 -0.279 -0.115
H4 2.722 1.119 0.251
H5 -3.294 -2.939 1.567
H6 -2.305 -3.886 1.994
O1 -2.355 -3.095 1.455
H7 -1.966 2.740 -1.278
H8 -1.063 3.759 -0.572
O2 -1.180 2.829 -0.754
H9 0.320 -1.606 1.608
H10 0.882 -2.345 0.339
O3 0.566 -1.495 0.683

Lowest unoccupied orbital energy ... -4.83 eV
Kohn-Sham gap ... 9.332 eV
Net charge ... +1

#Q
A 4-piece molecular cluster, CH10NO3 overall, computed with the ωB97M-V functional and the def2-TZVPD basis.

CARTESIAN COORDINATES (ANGSTROEM)
C1 1.150 0.177 0.945
N1 0.181 0.514 1.682
H1 2.180 0.364 1.229
H2 1.003 -0.150 -0.071
H3 -0.772 0.694 1.316
H4 0.236 0.877 2.634
H5 0.292 1.915 -1.263
H6 1.694 2.181 -1.754
O1 1.205 1.974 -0.949
H7 -1.009 -2.914 -0.269
H8 -0.142 -2.806 -1.570
O2 -0.437 -2.317 -0.776
H9 -1.310 -0.731 -0.402
H10 -2.561 0.118 -0.611
O3 -1.710 0.104 -0.141

Lowest unoccupied orbital energy ... -4.37 eV
Kohn-Sham gap ... 11.243 eV
Net charge ... +1

Which structure is the most stable? The one labeled #Q.

#P
An isolated ion of composition CH4ClFOP and charge +1, computed with the ωB97M-V functional and the def2-TZVPD basis.

CARTESIAN COORDINATES (ANGSTROEM)
C1 -0.962 0.312 0.798
O1 1.539 -0.260 0.257
F1 0.358 1.093 -1.510
P1 0.200 -0.040 -0.463
Cl1 -0.180 -1.711 -1.787
H1 -0.547 1.352 1.142
H2 -0.925 -0.577 1.445
H3 -1.930 0.096 0.365
H4 2.447 -0.265 -0.247

Lowest unoccupied orbital energy ... -4.82 eV
Kohn-Sham gap ... 12.239 eV
Net charge ... +1

#Q
A 2-piece molecular cluster, CH4ClFOP overall, computed with the ωB97M-V functional and the def2-TZVPD basis.

CARTESIAN COORDINATES (ANGSTROEM)
C1 1.202 -0.345 0.607
O1 -0.389 0.087 -1.420
F1 -0.231 1.781 0.410
P1 -0.432 0.225 0.136
Cl1 -4.147 -0.677 0.355
H1 2.035 0.349 0.230
H2 1.586 -1.172 0.159
H3 1.394 -0.628 1.568
H4 -1.017 0.381 -2.045

Lowest unoccupied orbital energy (spin up / spin down) ... -8.95 / -7.70 eV
Kohn-Sham gap (spin up / spin down) ... 7.126 / 7.887 eV
Net charge ... +1

Which structure is the most stable? The one labeled #P.

#P
C2H3N2O2 as an isolated structure, computed with the ωB97M-V functional and the def2-TZVPD basis.

CARTESIAN COORDINATES (ANGSTROEM)
C1 1.450 0.415 0.585
C2 -0.726 -0.781 -0.427
N1 2.267 -0.294 -0.018
N2 -0.206 -0.392 0.720
O1 -1.746 -1.346 -0.236
O2 2.891 -1.072 -0.598
H1 1.195 1.425 0.986
H2 -0.305 -0.475 -1.331
H3 -0.652 -0.069 1.560

Lowest unoccupied orbital energy (spin up / spin down) ... -8.85 / -8.83 eV
Kohn-Sham gap (spin up / spin down) ... 6.887 / 6.944 eV
Net charge ... +1

#Q
An isolated ion of composition C2H3N2O2 and charge +1, computed with the ωB97M-V functional and the def2-TZVPD basis.

CARTESIAN COORDINATES (ANGSTROEM)
H1 -2.063 -1.569 -0.482
N1 -1.731 -0.613 -0.319
C1 -1.169 0.382 -0.034
N2 0.626 0.088 0.131
O1 0.839 -1.248 -0.015
C2 1.363 1.041 -0.063
O2 1.825 2.063 -0.159
H2 -1.191 1.414 0.152
H3 1.502 -1.557 0.788

SMILES ... [H]/N=C\[N+](O)=C=O
Lowest unoccupied orbital energy ... -5.19 eV
Kohn-Sham gap ... 10.906 eV
Net charge ... +1

Which structure is the most stable? The one labeled #Q.